Entry 1:
Below is C6H5N2O2Tl as an isolated structure, with properties calculated with the ωB97M-V functional and the def2-TZVPD basis.

The geometry in ORCA input format:
```
! RIJCOSX wB97M-V def2-TZVPD def2/J DEFGRID3
* xyz 2 1
Tl -5.094 0.000 -2.709
O -3.693 0.000 0.922
N -2.666 0.000 1.338
N -1.556 0.000 -0.180
O -2.160 0.000 -1.213
C -0.205 0.000 -0.025
C 0.630 0.000 -1.175
C 1.984 0.000 -0.997
C 2.508 0.000 0.305
C 1.691 0.000 1.436
C 0.327 0.000 1.289
H 0.185 0.000 -2.160
H 2.650 0.000 -1.848
H 3.583 0.000 0.435
H 2.132 0.000 2.423
H -0.316 0.000 2.157
*
```

LUMO energy: -9.593 eV

=====

Entry 2:
Below is C2HFInO as an isolated structure, with properties calculated with the ωB97M-V functional and the def2-TZVPD basis.

The geometry in ORCA input format:
```
! RIJCOSX wB97M-V def2-TZVPD def2/J DEFGRID3
* xyz 2 2
H -2.207 -0.583 -0.238
O -1.771 0.502 -0.382
C -0.889 -0.177 0.318
C 0.416 -0.385 0.142
F 1.176 -0.256 1.293
In 1.361 -0.577 -1.612
*
```

LUMO energy (alpha / beta): -13.209 / -14.472 eV
energy relative to the best compared isomer or geometry (same formula, charge and spin): 2.423 eV

=====

Entry 3:
Below is C30H52BrMoN3P2S as an isolated structure, with properties calculated with the ωB97M-V functional and the def2-TZVPD basis.

The geometry in ORCA input format:
```
! RIJCOSX wB97M-V def2-TZVPD def2/J DEFGRID3
* xyz 4 3
N 4.136 -1.099 5.416
C 3.855 -2.139 4.621
C 3.947 -2.056 3.221
C 4.307 -0.824 2.608
C 4.656 0.234 3.479
C 4.516 0.051 4.860
C 4.154 -0.676 1.170
Mo 0.053 0.429 -1.473
P -2.545 0.230 -2.114
C 4.190 0.431 0.393
C 3.372 0.507 -0.836
C 2.909 1.707 -1.426
C 1.853 1.733 -2.377
C 1.475 0.533 -3.035
C 1.940 -0.697 -2.451
C 2.935 -0.677 -1.458
Br 0.117 0.639 -4.717
H 3.761 -1.554 0.676
H 4.738 1.305 0.739
H 3.689 -2.926 2.625
H 4.989 1.183 3.094
H 3.548 -3.068 5.119
H 4.730 0.862 5.555
H 3.409 2.636 -1.165
H 3.463 -1.593 -1.199
H 1.429 2.676 -2.721
H 1.605 -1.643 -2.875
P -0.302 2.013 0.395
C -2.022 -1.332 -2.955
C -2.474 -1.506 -4.403
H -2.359 -2.171 -2.324
H -0.901 -1.370 -2.933
H -1.869 -2.297 -4.872
H -3.524 -1.808 -4.490
H -2.275 -0.586 -4.967
C -2.665 1.917 -2.910
C -3.628 2.118 -4.077
H -1.640 2.195 -3.216
H -2.930 2.603 -2.078
H -3.252 2.953 -4.681
H -3.679 1.251 -4.743
H -4.634 2.378 -3.722
C -4.269 -0.156 -1.604
C -5.180 -0.603 -2.753
H -4.710 0.683 -1.048
H -4.145 -0.969 -0.871
H -6.229 -0.581 -2.439
H -5.095 0.051 -3.629
H -4.956 -1.629 -3.061
C -1.627 1.689 1.642
C -2.997 1.292 1.112
H -1.704 2.614 2.242
H -1.234 0.896 2.294
H -3.735 1.364 1.926
H -3.365 1.939 0.301
H -3.000 0.245 0.773
C -0.809 3.688 -0.181
C 0.345 4.565 -0.664
H -1.343 4.158 0.660
H -1.540 3.517 -0.985
H -0.074 5.517 -1.016
H 1.080 4.817 0.117
H 0.875 4.081 -1.491
C 0.997 2.574 1.582
C 1.216 1.790 2.875
H 0.704 3.600 1.856
H 1.929 2.627 0.998
H 1.936 2.333 3.506
H 0.303 1.695 3.483
H 1.628 0.792 2.680
C -0.269 -3.938 -0.686
N -0.188 -3.916 0.779
C -0.405 -5.200 1.464
C -0.222 -2.731 1.421
S -0.352 -1.202 0.476
N -0.219 -2.683 2.783
C 0.577 -3.602 3.591
C -0.521 -1.425 3.467
H -0.340 -4.982 -1.009
H 0.626 -3.481 -1.128
H -1.156 -3.384 -1.020
H 0.529 -5.665 1.821
H -1.096 -5.099 2.308
H -0.847 -5.927 0.771
H 0.963 -3.062 4.458
H -0.009 -4.442 3.991
H 1.440 -3.999 3.051
H -0.709 -1.628 4.527
H -1.420 -0.981 3.024
H 0.335 -0.738 3.389
*
```

LUMO energy (alpha / beta): -14.865 / -14.543 eV

=====

Entry 4:
Below is C50H38BrClN2O5PSn as an isolated structure, with properties calculated with the ωB97M-V functional and the def2-TZVPD basis.

The geometry in ORCA input format:
```
! RIJCOSX wB97M-V def2-TZVPD def2/J DEFGRID3
* xyz 1 1
Sn -0.167 -0.213 0.716
C -3.616 -2.624 -4.887
O -3.878 -3.601 -3.885
C -3.331 -3.420 -2.678
C -3.630 -4.409 -1.719
C -3.131 -4.279 -0.461
C -2.280 -3.207 -0.094
C -1.816 -3.050 1.251
C -2.284 -3.984 2.337
O -1.027 -2.148 1.588
C -1.933 -2.258 -1.076
O -1.045 -1.287 -0.896
C -2.518 -2.351 -2.352
H -4.154 -2.950 -5.770
H -2.550 -2.566 -5.111
H -3.981 -1.642 -4.582
H -4.256 -5.243 -2.008
H -3.381 -5.036 0.272
H -3.374 -3.993 2.400
H -1.869 -3.650 3.284
H -1.945 -5.002 2.137
H -2.244 -1.590 -3.071
C 1.401 -1.806 -5.821
C 0.715 -2.461 -4.808
C 0.742 -1.960 -3.515
C 1.458 -0.798 -3.226
C 2.137 -0.135 -4.248
C 2.112 -0.645 -5.541
P 1.465 -0.181 -1.511
C 1.932 1.571 -1.754
C 0.911 2.402 -2.234
C 1.146 3.753 -2.443
C 2.404 4.285 -2.170
C 3.419 3.465 -1.704
C 3.186 2.109 -1.498
C 2.862 -0.980 -0.699
C 4.018 -1.259 -1.380
C 5.117 -1.871 -0.742
C 5.032 -2.200 0.579
C 3.845 -1.961 1.315
C 3.780 -2.289 2.696
C 2.661 -2.047 3.432
C 1.526 -1.466 2.816
C 1.576 -1.138 1.489
C 2.728 -1.354 0.674
H 1.386 -2.201 -6.830
H 0.161 -3.366 -5.027
H 0.207 -2.468 -2.723
H 2.686 0.776 -4.046
H 2.646 -0.132 -6.330
H -0.065 1.975 -2.447
H 0.355 4.389 -2.823
H 2.590 5.340 -2.333
H 4.397 3.883 -1.494
H 3.988 1.471 -1.142
H 4.099 -1.001 -2.431
H 6.023 -2.069 -1.301
H 5.876 -2.652 1.090
H 4.654 -2.737 3.154
H 2.627 -2.293 4.487
H 0.635 -1.276 3.401
Br 6.273 4.339 2.671
C 4.583 3.672 2.174
C 3.614 4.541 1.694
C 2.385 4.043 1.295
C 2.093 2.683 1.404
C 3.079 1.838 1.882
C 4.323 2.318 2.263
N 0.828 2.121 0.963
C -0.147 2.915 0.857
C -1.420 2.547 0.221
C -2.401 3.504 0.039
C -3.616 3.123 -0.507
C -3.806 1.797 -0.869
C -2.772 0.903 -0.679
N -1.601 1.281 -0.149
H 3.817 5.602 1.639
H 1.676 4.742 0.871
H 2.878 0.786 1.953
H 5.083 1.641 2.629
H -0.085 3.958 1.147
H -2.213 4.524 0.347
H -4.410 3.849 -0.627
H -4.743 1.458 -1.289
H -2.859 -0.140 -0.951
Cl -6.380 -0.090 6.622
C -5.038 0.290 5.591
C -4.705 -0.576 4.562
C -3.625 -0.271 3.747
C -2.899 0.900 3.949
C -3.249 1.757 4.982
C -4.318 1.453 5.811
C -1.772 1.275 3.032
O -1.411 2.436 2.955
O -1.287 0.246 2.355
H -5.286 -1.477 4.408
H -3.338 -0.936 2.942
H -2.680 2.664 5.135
H -4.597 2.114 6.622
*
```

LUMO energy: -3.409 eV
energy relative to the best compared isomer or geometry (same formula, charge and spin): 0.000 eV

=====

Sequential strongest force on any atom output: 0.6; 7.8; 3.8; 1.2 eV Å⁻¹
Sequential molecular weight output: 341.5; 174.8; 724.6; 1011.9 g mol⁻¹
Sequential DFT total energy output: -663.341237; -441.008746; -5060.016657; -6003.605138 a.u.